(1)
{
  "formula": "C6H14Cl2O2Si",
  "method": "the ωB97M-V functional and the def2-TZVPD basis",
  "gap_ev": 11.418,
  "smiles": "CCCO[Si](Cl)(Cl)OCCC",
  "spin_multiplicity": 1,
  "e_lumo_ev": 0.76,
  "energy_ha": -1597.545775,
  "homo_energy_ha": -0.3918,
  "elements": ["Cl", "Cl", "O", "O", "C", "C", "C", "C", "C", "C", "Si", "H", "H", "H", "H", "H", "H", "H", "H", "H", "H", "H", "H", "H", "H"],
  "xyz": [[3.11350, 0.80251, 0.55018], [0.57069, 2.75819, -0.16834], [0.19590, 0.00307, 0.92197], [1.07973, 0.28856, -1.74772], [0.88411, -0.62246, 3.87132], [-2.41002, 0.91379, -3.02120], [0.82259, -1.15348, 1.41093], [-0.18647, 0.01223, -2.29689], [0.42385, -1.59706, 2.79308], [-0.96304, 1.26642, -2.75466], [1.17792, 0.83023, -0.18546], [1.98021, -0.62906, 3.96345], [0.53397, -0.88208, 4.82950], [0.48464, 0.38937, 3.63956], [-2.46684, 0.19116, -3.83888], [-2.86967, 0.49026, -2.16134], [-3.00445, 1.78988, -3.32833], [0.58966, -1.98630, 0.68964], [1.89568, -0.97146, 1.32399], [-0.00860, -0.63417, -3.14820], [-0.71467, -0.56957, -1.56342], [0.84312, -2.59786, 2.93886], [-0.64181, -1.75369, 2.86549], [-0.46230, 1.66342, -3.65091], [-0.86771, 1.99810, -1.93262]],
  "mulliken_charge": [-0.28, -0.29, -0.31, -0.27, -1.12, -1.33, -0.32, -0.54, -0.48, 0.18, 0.71, 0.28, 0.40, 0.24, 0.31, 0.37, 0.35, 0.20, 0.32, 0.34, 0.30, 0.32, 0.33, 0.24, 0.05]
}

=====

(2)
{
  "formula": "C6H14ClHoOTi",
  "method": "the ωB97M-V functional and the def2-TZVPD basis",
  "gap_ev": [4.980, 4.750],
  "spin_multiplicity": 6,
  "e_lumo_ev": [2.84, 2.88],
  "energy_ha": -2569.747958,
  "homo_energy_ha": [-0.0788, -0.0686],
  "total_charge": -1,
  "s_squared": 8.906,
  "elements": ["Ho", "Cl", "C", "C", "H", "H", "H", "H", "H", "H", "Ti", "C", "C", "H", "H", "H", "H", "H", "C", "C", "O", "H", "H", "H"],
  "xyz": [[0.75897, -0.75918, -2.94205], [1.87196, -2.89266, -2.44349], [2.13950, 0.96703, -2.97519], [-1.06669, -0.53785, -4.45001], [2.24445, 1.47669, -3.91454], [2.11783, 1.74718, -2.22619], [3.10983, 0.47262, -2.81168], [-1.05820, 0.29970, -5.13348], [-2.04190, -0.51063, -3.99641], [-1.02692, -1.45885, -5.09366], [-0.65685, -0.76474, 1.35205], [-2.32263, -1.61738, 2.08034], [-0.56962, 1.14147, 1.49046], [-3.15397, -1.02669, 1.65038], [-2.35864, -2.63798, 1.67412], [-2.40159, -1.60979, 3.17513], [-1.44838, 1.79862, 1.26456], [0.32481, 1.62165, 1.27759], [1.04224, 1.07319, 3.92957], [0.27981, 0.24158, 2.95445], [0.59790, -1.01585, 2.63459], [0.84379, 2.13382, 3.55015], [2.14127, 0.86582, 3.98407], [0.63305, 0.99221, 4.96923]],
  "mulliken_spin": [3.99, -0.01, -0.02, -0.02, 0.00, 0.00, 0.00, 0.00, 0.00, 0.00, 0.08, -0.01, -0.02, -0.01, 0.01, 0.00, 0.01, 0.03, -0.04, 0.78, 0.13, 0.01, 0.03, 0.06]
}

=====

> Number 1 is which compound?

C6H14Cl2O2Si